Entry 1:
DFT (the ωB97M-V functional and the def2-TZVPD basis) results for a structure of composition N2O6Rb at a distorted geometry.

Geometry (Å):
Rb  -17.20116  -4.81435  -8.62398
N  -16.42379  -4.61434  -17.11066
O  -16.25090  -5.84905  -17.32119
O  -16.74935  -4.20452  -15.98934
O  -16.25724  -3.80809  -18.07051
N  -16.93711  -4.96301  -12.22096
O  -17.54867  -6.01884  -12.41699
O  -17.07340  -3.96997  -12.92179
O  -16.15630  -4.89408  -11.19226

## Properties
E_HOMO: -3.07 eV
Gap between HOMO and LUMO: 3.321 eV
Energy relative to the best compared isomer or geometry (same formula, charge and spin): 60.65 kcal per mole
Electronic energy: -584.8384 Ha
Charge: -1

From a Löwdin analysis of the wavefunction, the atomic charges in e read: 0.99 -0.65 -0.13 -0.07 -0.14 -0.64 -0.05 0.01 -0.32

---

Entry 2:
DFT (the ωB97M-V functional and the def2-TZVPD basis) results for a structure of composition N2O6Sn at a distorted geometry.

Geometry (Å):
Sn  -1.36863  0.06548  -2.61318
N  1.64474  -1.64486  -0.41703
O  1.80067  -1.75863  0.77190
O  0.51882  -1.37701  -0.79440
O  2.46302  -1.98982  -1.24229
N  -1.32590  1.71491  1.08285
O  -1.17556  2.86056  1.12275
O  -0.92546  0.98545  1.98407
O  -1.63171  1.14392  0.10534

## Properties
E_HOMO: -8.75 eV
Gap between HOMO and LUMO: 3.898 eV
Electronic energy: -774.7666 Ha

From a Löwdin analysis of the wavefunction, the atomic charges in e read: 1.48 -0.67 0.08 -0.16 0.01 -0.73 0.09 0.05 -0.14

---

Entry 3:
DFT (the ωB97M-V functional and the def2-TZVPD basis) results for a structure of composition N3Ni2O13S at a distorted geometry.

Geometry (Å):
Ni  -1.70472  2.46297  -2.34116
Ni  -0.48394  0.60887  0.42059
N  0.61856  0.33013  -1.85356
O  0.78045  1.42192  -1.15350
O  -0.31336  -0.38671  -1.48154
O  1.48600  0.00450  -2.58340
N  2.83816  -2.46101  -0.26545
O  2.47176  -2.19760  -1.33163
O  2.83059  -3.58828  0.37202
O  3.32480  -1.60405  0.51467
N  -3.30038  0.87748  -1.19005
O  -2.19552  1.46991  -0.66897
O  -3.96086  0.07614  -0.54741
O  -3.52242  1.17492  -2.36726
S  0.21571  0.42744  2.91116
O  1.04888  0.43077  1.74621
O  0.46938  -0.90862  3.47687
O  0.50062  1.27291  4.06633
O  -1.10373  0.58834  2.27608

## Properties
E_HOMO (spin up / spin down): -4.46 / -4.43 eV
Spin multiplicity: 5
Gap between HOMO and LUMO (spin up / spin down): 4.927 / 3.590 eV
<S²>: 6.019
Electronic energy: -4556.7936 Ha
Charge: -1

From a Löwdin analysis of the wavefunction, the atomic charges in e read: 0.64 0.80 -0.57 -0.09 -0.03 0.09 -0.54 0.18 0.15 0.22 -0.47 -0.18 0.11 -0.01 0.21 -0.37 -0.40 -0.35 -0.38

---

Entry 4:
DFT (the ωB97M-V functional and the def2-TZVPD basis) results for a cluster of 2 separate species, N3O7S in total at a distorted geometry.

Geometry (Å):
N  2.35547  -0.06222  -1.03372
N  1.83871  0.10453  -1.99655
N  -2.12539  0.09521  -0.26488
O  -2.66924  -0.07275  -1.35527
O  -0.44516  0.47339  2.16641
O  2.89512  -0.23151  -0.04783
O  -2.23787  1.02890  0.41720
O  -1.22366  -0.89593  0.06749
O  0.94299  -1.22152  1.15062
O  0.55575  0.85438  -0.04947
S  0.11326  -0.07250  0.94601

## Properties
E_HOMO: -6.14 eV
Gap between HOMO and LUMO: 10.037 eV
Energy relative to the best compared isomer or geometry (same formula, charge and spin): 0.00 kcal per mole
Electronic energy: -1089.0271 Ha
Charge: -1

From a Löwdin analysis of the wavefunction, the atomic charges in e read: -0.38 0.22 -0.50 0.05 -0.31 0.09 0.10 -0.11 -0.31 -0.32 0.47

---

Entry 5:
DFT (the ωB97M-V functional and the def2-TZVPD basis) results for a cluster of 2 separate species, N4O2 in total at a distorted geometry.

Geometry (Å):
N  2.68534  -0.31613  -1.01941
N  0.77739  0.95112  -0.81356
N  1.72901  0.30788  -0.90075
N  -1.90053  -0.57638  1.12198
O  -1.00616  -0.46275  0.37940
O  -2.63842  -0.01992  1.83091

## Properties
E_HOMO (spin up / spin down): -10.79 / -9.68 eV
Gap between HOMO and LUMO (spin up / spin down): 10.006 / 7.103 eV
Energy relative to the best compared isomer or geometry (same formula, charge and spin): 54.69 kcal per mole
Electronic energy: -369.2655 Ha

From a Löwdin analysis of the wavefunction, the atomic charges in e read: 0.18 0.18 -0.34 -0.23 0.08 0.14

---

Entry 6:
DFT (the ωB97M-V functional and the def2-TZVPD basis) results for a cluster of 2 separate species, NO4P in total at a distorted geometry.

Geometry (Å):
N  -1.42007  2.31582  0.51828
O  1.10997  -0.71015  -1.96450
O  -0.24025  -2.15727  -0.32268
O  -1.58222  2.77156  1.68636
O  2.12647  -1.32979  0.29398
P  0.90890  -1.22599  -0.57138

## Properties
E_HOMO (spin up / spin down): 2.67 / 2.64 eV
Gap between HOMO and LUMO (spin up / spin down): 4.146 / 4.162 eV
Energy relative to the best compared isomer or geometry (same formula, charge and spin): 12.44 kcal per mole
Electronic energy: -697.0357 Ha
Charge: -2

From a Löwdin analysis of the wavefunction, the atomic charges in e read: -0.39 -0.43 -0.43 -0.57 -0.43 0.25

---

Entry 7:
DFT (the ωB97M-V functional and the def2-TZVPD basis) results for the ion NO4S with charge -1 at a distorted geometry.

Geometry (Å):
O  -1.99808  0.33604  -0.09797
N  -1.10691  -0.31607  -0.60013
S  0.66239  -0.00902  0.10512
O  0.75999  -1.35553  0.68458
O  0.61497  1.05048  1.14517
O  1.44461  0.22415  -1.09563

## Properties
SMILES: O=NS(=O)(=O)[O-]
E_HOMO (spin up / spin down): -4.42 / -4.42 eV
Gap between HOMO and LUMO (spin up / spin down): 8.398 / 8.398 eV
Energy relative to the best compared isomer or geometry (same formula, charge and spin): 0.00 kcal per mole
Electronic energy: -753.9052 Ha
Charge: -1

From a Löwdin analysis of the wavefunction, the atomic charges in e read: -0.10 -0.10 0.41 -0.41 -0.41 -0.39

---

Entry 8:
DFT (the ωB97M-V functional and the def2-TZVPD basis) results for the ion NO4S2 with charge -1 at a distorted geometry.

Geometry (Å):
O  1.54521  0.15862  0.70908
N  0.91264  -0.55294  -0.00303
O  1.29567  -1.50360  -0.62576
S  -0.92285  0.33842  0.00616
O  -0.88618  0.77838  1.41175
O  -0.90181  1.38230  -0.99318
S  -2.30665  -1.03154  -0.25992

## Properties
SMILES: O=[N+]([O-])S(=O)(=O)[S-]
E_HOMO: -4.84 eV
Gap between HOMO and LUMO: 8.390 eV
Energy relative to the best compared isomer or geometry (same formula, charge and spin): 49.64 kcal per mole
Electronic energy: -1152.0656 Ha
Charge: -1

From a Löwdin analysis of the wavefunction, the atomic charges in e read: -0.01 -0.47 0.01 0.20 -0.44 -0.42 0.13

---

Entry 9:
DFT (the ωB97M-V functional and the def2-TZVPD basis) results for a cluster of 2 separate species, NO4S2 in total at a distorted geometry.

Geometry (Å):
N  1.48236  0.36013  0.07451
O  2.38627  -0.32725  0.53144
O  -2.71776  -1.61047  0.17538
O  1.71035  1.40122  -0.52961
O  0.29521  -0.03755  0.18266
S  -3.18719  1.13567  0.46330
S  -2.46125  -0.35189  -0.51019

## Properties
E_HOMO: -4.44 eV
Gap between HOMO and LUMO: 6.010 eV
Energy relative to the best compared isomer or geometry (same formula, charge and spin): 75.47 kcal per mole
Electronic energy: -1152.0245 Ha
Charge: -1

From a Löwdin analysis of the wavefunction, the atomic charges in e read: -0.67 -0.06 -0.60 -0.06 -0.17 0.16 0.40

---

Entry 10:
DFT (the ωB97M-V functional and the def2-TZVPD basis) results for the ion NO4S2 with charge -1 at a distorted geometry.

Geometry (Å):
N  -0.21914  -0.14942  0.65089
O  0.09366  0.23655  1.75545
O  -0.69005  1.71392  -1.49418
O  -0.34803  -1.55345  0.74175
O  1.38553  1.67470  -0.28827
S  -0.64751  -2.80026  -0.32545
S  0.42554  0.87795  -1.04018

## Properties
E_HOMO (spin up / spin down): -3.67 / -4.04 eV
Gap between HOMO and LUMO (spin up / spin down): 6.228 / 7.059 eV
Energy relative to the best compared isomer or geometry (same formula, charge and spin): 91.29 kcal per mole
Electronic energy: -1151.9993 Ha
Charge: -1

From a Löwdin analysis of the wavefunction, the atomic charges in e read: -0.29 -0.02 -0.49 -0.76 -0.48 0.27 0.76

---

Entry 11:
DFT (the ωB97M-V functional and the def2-TZVPD basis) results for a structure of composition NS5 at a distorted geometry.

Geometry (Å):
N  0.80547  0.16111  -0.07647
S  2.36314  0.65951  -0.11857
S  -0.20914  1.06793  0.71649
S  0.38070  -1.53740  -0.41310
S  -1.97436  1.37908  -0.46193
S  -1.36582  -1.73023  0.35357

## Properties
E_HOMO (spin up / spin down): -3.48 / -3.60 eV
Gap between HOMO and LUMO (spin up / spin down): 5.492 / 5.803 eV
Energy relative to the best compared isomer or geometry (same formula, charge and spin): 5.31 kcal per mole
Electronic energy: -2045.6955 Ha
Charge: -1

From a Löwdin analysis of the wavefunction, the atomic charges in e read: -1.54 0.36 0.20 0.21 -0.19 -0.04

---

Entry 12:
DFT (the ωB97M-V functional and the def2-TZVPD basis) results for an isolated molecule of O3S at a distorted geometry.

Geometry (Å):
O  0.49230  -1.10499  0.80153
S  -0.27721  -0.22457  -0.18679
O  0.74260  0.45490  -1.05176
O  -0.95769  0.87467  0.43702

## Properties
SMILES: O=S(=O)=O
E_HOMO: -11.97 eV
Gap between HOMO and LUMO: 7.241 eV
Energy relative to the best compared isomer or geometry (same formula, charge and spin): 60.18 kcal per mole
Electronic energy: -623.7640 Ha

From a Löwdin analysis of the wavefunction, the atomic charges in e read: -0.28 0.83 -0.28 -0.26

---

Listing molar mass for the structures above in their given order: 209.48 242.72 399.46 186.08 88.03 108.98 110.07 142.14 142.14 142.14 174.34 80.06 g/mol.